Entry 1:
This record from the Open Molecules 2025 dataset describes C25H16Cl2NO9PS2Zr as an isolated structure. The level of theory is the ωB97M-V functional and the def2-TZVPD basis.

XYZ file:
```
57
Properties=species:S:1:pos:R:3:lowdin_charge:R:1
Zr 0.4481 -1.2499 -0.6007 1.507
Cl -1.1846 -3.2422 1.0994 0.606
Cl 1.6361 -3.3596 0.8947 0.704
S -1.9676 -0.4134 -0.1126 0.304
S 0.1390 2.2542 -0.2536 0.402
P -1.2547 1.2730 0.7556 0.144
O 2.1752 -1.9286 -1.4822 -0.207
O -0.6043 -4.9261 -3.7863 0.134
O -0.3697 -0.5815 -2.6715 -0.045
O 2.1691 -5.3039 -4.8113 0.167
O -0.2626 -2.9104 -1.4599 -0.307
O 3.5446 0.3078 1.4002 0.136
O -0.0327 0.5123 -4.5942 0.198
O 1.5399 -0.4870 0.8328 -0.302
O 3.6167 -2.8032 -4.0530 0.126
N 1.6494 0.3857 -1.5274 -0.097
C 0.5609 -3.3364 -2.3775 -0.278
C -0.7903 0.8898 2.5045 -0.351
C 2.6011 -3.2547 -3.5644 -0.266
C -4.8277 2.7290 2.0108 -0.076
C 1.7759 -4.4273 -4.0856 -0.230
C -0.8809 1.8957 3.4608 -0.077
C -2.6935 2.3770 0.9845 -0.407
C 0.3176 0.1608 -3.3787 -0.401
C 3.8265 1.3128 -1.4053 0.065
C 2.7473 0.6587 -0.8297 -0.207
C -3.7683 4.5074 0.7929 -0.079
C -3.7675 1.8938 1.7209 -0.106
C 2.6237 1.3246 -3.4929 0.055
C 0.3911 -4.3243 -3.4459 -0.263
C 0.0033 -0.6257 4.1908 -0.065
C -4.8180 4.0410 1.5637 -0.083
C -0.5310 1.6386 4.7756 -0.073
C 3.7484 1.6584 -2.7528 0.000
C 1.5832 0.6766 -2.8320 -0.179
C -2.7032 3.6755 0.4982 -0.109
C 2.6539 0.1416 0.6040 -0.553
C 1.8463 -2.7827 -2.4084 -0.283
C -0.3544 -0.3741 2.8775 -0.134
C -0.0733 0.3814 5.1386 -0.077
C 0.2117 -4.2675 1.4818 -0.826
H -3.7610 0.8670 2.0584 0.103
H 2.5563 1.5264 -4.5495 0.129
H 0.1249 -5.2084 0.9386 0.050
H -0.6107 2.4179 5.5206 0.105
H 0.2863 -4.4178 2.5588 0.044
H 4.5753 2.1570 -3.2332 0.118
H -0.8946 0.1303 -4.8419 0.164
H -3.7626 5.5237 0.4303 0.103
H -5.6562 2.3633 2.5980 0.104
H -1.8759 4.0337 -0.0966 0.058
H 0.3454 -1.6098 4.4777 0.105
H -5.6342 4.7001 1.8123 0.102
H -0.3003 -1.1651 2.1350 -0.006
H 0.2148 0.1807 6.1612 0.104
H -1.2331 2.8772 3.1783 0.111
H 4.7013 1.5266 -0.8093 0.134
```

Spin multiplicity: 1
Charge: 0
Relative energy (zero: lowest compared OMol25 entry of this formula, charge and spin) (kJ/mol): 229.6
Orbital gap (eV): 7.00

Entry 2:
This record from the Open Molecules 2025 dataset describes C25H16F6IN3O2RuSbTe4 as an isolated structure. The level of theory is the ωB97M-V functional and the def2-TZVPD basis.

XYZ file:
```
59
Properties=species:S:1:pos:R:3:lowdin_charge:R:1
I -5.1211 1.5644 -3.9613 0.818
Te -2.8042 -2.3190 3.0897 0.018
Te -0.2965 -2.4876 2.5698 0.306
Te -0.1974 -3.8747 0.2097 0.323
Te -2.6584 -4.5039 -0.2739 0.019
Sb 1.9195 2.2682 -1.2052 1.382
Ru 0.2466 -1.2426 0.2375 0.878
F 3.5781 1.4214 -0.9436 -0.346
F 1.1036 0.5109 -0.9169 -0.382
F 1.8296 2.6043 0.6439 -0.322
F 2.7051 3.9448 -1.5212 -0.357
F 0.1651 2.9305 -1.3913 -0.343
F 1.9483 1.8394 -3.0312 -0.339
O 0.3818 -2.0796 -1.6841 -0.382
O 0.6140 -2.5956 -3.8233 0.069
N 2.2781 -1.5298 0.5326 -0.049
N 0.5302 0.1086 1.6630 -0.192
N -1.6597 -0.4311 0.2562 -0.048
C -3.3726 0.4444 -3.7045 -0.746
C -1.0990 -1.0667 -3.2565 -0.139
C 4.4853 -2.2795 0.0964 -0.031
C 1.7883 0.1040 2.2324 -0.277
C -2.8887 2.5449 2.0785 -0.045
C -1.1213 0.2800 -2.9236 -0.030
C 2.7361 -0.7567 1.5722 -0.165
C -0.5398 0.9673 1.8704 -0.233
C 2.2368 0.7835 3.3446 -0.014
C 4.9584 -1.5838 1.1664 -0.002
C -3.9403 -0.0776 -0.3340 -0.043
C -0.5730 2.1080 2.6385 -0.014
C -3.3674 -0.8988 -4.0558 -0.153
C -2.2166 -1.6452 -3.8474 -0.026
C 3.5858 0.7071 3.7467 -0.072
C -4.0143 1.0065 0.4810 0.002
C 4.0862 -0.7916 1.9497 -0.152
C -1.7179 0.6418 1.1187 -0.188
C 4.5079 -0.0323 3.0675 -0.047
C -1.7458 2.8838 2.7366 -0.071
C -2.7226 -0.7763 -0.4277 -0.177
C -2.8864 1.4072 1.2377 -0.158
C 0.0739 -1.9579 -2.9382 -0.602
C 3.1087 -2.2371 -0.1927 -0.105
C -2.2511 1.0492 -3.1617 -0.141
H 3.8897 1.2728 4.6188 0.104
H -2.1906 -2.6937 -4.1159 0.124
H 1.5634 1.3839 3.9333 0.091
H 6.0102 -1.6130 1.4253 0.118
H -2.6258 -1.6378 -1.0744 0.036
H -4.9308 1.5791 0.5641 0.120
H 5.5475 -0.0542 3.3672 0.107
H -1.7204 3.7733 3.3536 0.104
H -4.7822 -0.4077 -0.9264 0.108
H -3.7892 3.1394 2.1643 0.108
H 0.3145 2.4651 3.1323 0.088
H -4.2485 -1.3596 -4.4813 0.089
H 5.1394 -2.8670 -0.5320 0.108
H 2.6691 -2.7713 -1.0273 0.107
H -0.2677 0.7412 -2.4554 0.065
H -2.2516 2.0967 -2.8918 0.099
```

Spin multiplicity: 1
Charge: -1
Relative energy (zero: lowest compared OMol25 entry of this formula, charge and spin) (kJ/mol): 6.9
Orbital gap (eV): 5.71

Entry 3:
This record from the Open Molecules 2025 dataset describes C25H17Br2N4O2STl as an isolated structure. The level of theory is the ωB97M-V functional and the def2-TZVPD basis.

XYZ file:
```
52
Properties=species:S:1:pos:R:3:lowdin_charge:R:1
Tl 13.1753 13.2926 8.9154 0.858
Br 5.8636 12.0820 7.3637 0.781
Br 10.9137 6.0052 7.9268 0.752
S 16.1822 12.4460 8.2093 0.529
O 15.2128 11.5352 8.8707 -0.476
O 17.3864 12.8231 8.8876 -0.296
N 12.1155 10.4703 7.9377 0.095
N 10.4490 12.2347 6.6806 0.110
N 13.5091 15.6305 7.4045 0.022
N 15.2912 13.6846 7.8248 -0.285
C 15.5964 11.2464 5.8236 -0.080
C 12.9516 9.5064 8.3433 -0.122
C 15.8092 14.9266 7.4149 -0.238
C 9.9159 11.2177 7.3214 -0.221
C 10.4279 8.7936 7.5524 -0.067
C 7.7132 12.2194 7.0917 -0.695
C 16.5941 11.6664 6.6782 -0.253
C 9.6788 13.2423 6.3417 -0.134
C 17.1169 10.2336 4.3762 -0.070
C 15.8149 10.4720 4.7324 -0.084
C 17.1837 15.2609 7.3130 -0.002
C 16.6501 17.5123 6.5694 -0.062
C 18.2076 10.6711 5.1754 -0.058
C 8.3100 13.2855 6.4832 -0.102
C 10.8486 10.1002 7.6322 -0.218
C 15.2381 17.2325 6.6566 -0.158
C 8.5186 11.1650 7.5362 -0.050
C 12.6574 16.6183 7.2243 -0.164
C 12.6096 8.1825 8.3918 -0.109
C 11.3220 7.8581 8.0069 -0.669
C 14.2657 18.2134 6.4486 -0.021
C 12.9616 17.8847 6.7078 -0.068
C 17.9583 11.4083 6.3327 -0.033
C 17.5763 16.5659 6.8822 -0.088
C 14.8388 15.9353 7.1072 -0.149
H 18.6266 16.8496 6.7987 0.106
H 14.4736 19.2474 6.1697 0.123
H 12.2031 18.6361 6.6993 0.095
H 7.7719 14.1575 6.1401 0.110
H 16.9372 18.5040 6.1439 0.119
H 11.5681 16.3532 7.4631 0.126
H 15.0157 10.1144 4.1694 0.094
H 9.3707 8.5290 7.3314 0.127
H 17.3507 9.6654 3.4946 0.098
H 13.2541 7.4123 8.8541 0.117
H 8.0582 10.3193 8.0236 0.099
H 18.6747 11.8200 6.9927 0.091
H 19.2372 10.5607 4.8588 0.101
H 17.9932 14.5578 7.5589 0.099
H 14.5469 11.4284 6.1089 0.121
H 13.9331 9.8380 8.6844 0.090
H 10.2815 14.0588 5.9591 0.113
```

Spin multiplicity: 1
Charge: 0
Orbital gap (eV): 7.47

Entry 4:
This record from the Open Molecules 2025 dataset describes C25H17BrN2S5Tc as an isolated structure. The level of theory is the ωB97M-V functional and the def2-TZVPD basis.

XYZ file:
```
51
Properties=species:S:1:pos:R:3:lowdin_charge:R:1
Tc -0.1266 0.6358 -0.2889 0.913
Br -0.3838 2.9328 0.8962 0.890
S 3.2232 2.8751 -3.2190 0.897
S 6.0862 3.5602 -2.8803 0.553
S 0.6153 1.6603 -2.4338 0.569
S 2.2166 0.6203 0.3021 0.629
S 4.6101 1.9801 -0.8400 0.895
N -2.0710 0.8132 -0.9053 -0.146
N -0.4521 -1.2465 -1.1376 -0.122
C -4.1778 1.2159 -1.5815 -0.078
C 1.8684 -2.1970 -1.3618 -0.269
C 2.2585 1.9706 -2.0737 -1.153
C 4.5986 -1.8189 -1.7667 -0.085
C 4.1532 -2.5699 -0.6895 -0.080
C -2.0973 -1.0359 3.8695 -0.033
C -1.6201 2.2119 2.1786 -0.546
C 3.6795 -1.2683 -2.6525 -0.082
C 2.7912 -2.7565 -0.4894 -0.067
C -3.1833 1.1694 4.1718 -0.026
C -3.2935 2.4906 3.8434 -0.071
C -2.5469 -0.3043 -1.5640 -0.320
C 2.3233 -1.4641 -2.4546 -0.075
C 4.7237 2.8393 -2.3434 -1.509
C 2.9152 1.5490 -0.9501 -1.123
C -2.4698 3.0418 2.8411 -0.114
C -0.4879 -1.3096 2.0961 -0.110
C 0.3976 -2.4493 -1.1827 -0.163
C -3.8567 -0.0782 -1.9903 -0.030
C -1.1879 -1.8142 3.2121 -0.072
C -1.5090 0.8267 2.4153 -0.233
C -3.0565 1.7268 -0.9235 -0.154
C -1.6475 -1.3801 -1.6377 -0.072
C -2.2785 0.3162 3.4939 -0.163
C -0.6644 -0.0246 1.6362 -0.262
H 5.6591 -1.6655 -1.9222 0.107
H 4.0250 -0.6879 -3.4997 0.113
H -1.0229 -2.8377 3.5273 0.105
H -2.4963 4.1001 2.6142 0.107
H -1.9389 -2.3105 -2.1184 0.140
H 1.6034 -1.0261 -3.1382 0.098
H -2.9452 2.7055 -0.4843 0.085
H -3.7836 0.7555 4.9734 0.115
H -4.4861 -0.7738 -2.5250 0.106
H 0.2292 -3.0210 -0.2667 0.107
H -5.1085 1.7390 -1.7363 0.095
H 0.0692 -3.0749 -2.0165 0.126
H 0.1996 -1.9707 1.5779 0.075
H 4.8663 -3.0134 -0.0061 0.105
H -2.6721 -1.4308 4.6995 0.113
H -3.9960 3.1263 4.3667 0.107
H 2.4476 -3.3326 0.3647 0.111
```

Spin multiplicity: 4
Charge: 0
Relative energy (zero: lowest compared OMol25 entry of this formula, charge and spin) (kJ/mol): 26.6
Orbital gap (spin up / spin down) (eV): 7.28 / 5.71

no.,maximum force (Eh/bohr)
1,0.054
2,0.013
3,0.057
4,0.014